#one
Here is C2H5NO3 as an isolated structure from the Open Molecules 2025 dataset. Energies are from the ωB97M-V functional and the def2-TZVPD basis.

XYZ file:
```
11
C2H5NO3 | the Open Molecules 2025 dataset | the ωB97M-V functional and the def2-TZVPD basis
C 0.46775 -0.08927 -0.83180
C -1.03299 0.31291 0.29502
N -1.13665 -0.74353 1.11748
O 1.38904 -0.46467 0.22024
O 0.62738 1.24491 -1.42369
O -1.49011 1.39815 0.27621
H 0.63987 -0.87487 -1.64500
H 2.26752 -0.59918 -0.12899
H -0.36424 -1.47270 0.92342
H -1.28084 -0.51055 2.08070
H -0.08672 1.79879 -0.88359
```

Properties
Multiplicity   1
LUMO energy   0.7 eV
E_HOMO   -9.91 eV
Frontier orbital gap   10.61 eV

#two
Here is a 2-piece molecular cluster, C2H5NO3 overall from the Open Molecules 2025 dataset. Energies are from the ωB97M-V functional and the def2-TZVPD basis.

XYZ file:
```
11
C2H5NO3 | the Open Molecules 2025 dataset | the ωB97M-V functional and the def2-TZVPD basis
C 0.91139 1.03590 -0.87174
C 1.53379 -0.12091 -0.17704
O 0.88998 -0.92019 0.46038
H 1.48227 1.81652 -1.20900
H 0.01398 1.28797 -0.32483
H 0.56559 0.57870 -1.84258
H 2.56859 -0.38759 -0.32100
O -3.55600 -0.65251 0.66491
N -2.33185 -0.42859 0.76933
O -1.54146 -1.24755 1.49349
H -0.53628 -0.96176 1.35809
```

Properties
Multiplicity   1
LUMO energy   0.4 eV
E_HOMO   -9.61 eV
Frontier orbital gap   9.97 eV
SMILES   CC=O.O=NO

It is #one that is most stable; the runner-up trails by 51.4 kcal/mol.

#one
Here is a 2-piece molecular cluster, C15H18O overall from the Open Molecules 2025 dataset. Energies are from the ωB97M-V functional and the def2-TZVPD basis.

XYZ file:
```
34
C15H18O | the Open Molecules 2025 dataset | the ωB97M-V functional and the def2-TZVPD basis
C -4.08917 2.34133 0.76688
C -3.82261 1.43323 1.95221
C -2.48673 0.73664 1.79413
C -1.30336 1.36202 1.66822
C -0.16410 0.57664 1.34142
C -0.30678 -0.79236 1.31408
O 0.55378 -1.78442 0.91807
C -1.48877 -1.40667 1.89906
C -2.56877 -0.61456 2.20857
H -5.19087 2.52877 0.69952
H -3.71130 1.92292 -0.16239
H -3.70208 3.35146 0.81083
H -3.95986 2.06755 2.85208
H -4.61294 0.73993 2.12730
H -1.18329 2.46610 1.71897
H 0.74357 1.06229 0.97992
H 0.81861 -1.77084 -0.00896
H -1.50136 -2.49367 1.87431
H -3.48945 -1.09415 2.51129
C 0.82498 -0.25662 -2.79942
C 2.08720 -0.55387 -2.05195
C 2.69647 0.33356 -1.20815
C 3.62653 -0.26189 -0.36611
C 4.55316 -1.19824 -0.74792
C 4.09932 -1.93967 -1.88793
C 2.82828 -1.73724 -2.44150
H 0.75577 0.82856 -2.99847
H -0.14600 -0.53559 -2.45217
H 0.86256 -0.64793 -3.81983
H 2.44278 1.38652 -1.07522
H 3.97348 0.31409 0.52203
H 5.33113 -1.65244 -0.14437
H 4.89594 -2.46334 -2.42499
H 2.63389 -2.24811 -3.36953
```

Properties
Multiplicity   1
LUMO energy   0.8 eV
E_HOMO   -8.35 eV
Frontier orbital gap   9.14 eV
SMILES   CCc1ccc(O)cc1.Cc1ccccc1

#two
Here is a 2-piece molecular cluster, C15H18O overall from the Open Molecules 2025 dataset. Energies are from the ωB97M-V functional and the def2-TZVPD basis.

XYZ file:
```
34
C15H18O | the Open Molecules 2025 dataset | the ωB97M-V functional and the def2-TZVPD basis
C 2.92036 -0.04657 1.22877
C 1.69521 -0.81886 0.70085
C 0.90406 -1.28564 1.91624
C 1.04817 -2.65585 2.21100
C 0.46801 -3.27524 3.34381
C -0.45754 -2.45014 4.08918
O -1.32629 -3.03572 5.05413
C -0.71899 -1.07771 3.77537
C 0.02249 -0.52407 2.70278
H 3.51509 -0.73351 1.69651
H 2.48861 0.76986 1.79080
H 3.36539 0.50062 0.31025
H 1.13762 -0.12449 -0.01897
H 2.08489 -1.68906 0.17547
H 1.67682 -3.32429 1.53365
H 0.65991 -4.27273 3.61306
H -0.91163 -3.55616 5.52988
H -1.52339 -0.45768 4.15835
H -0.15325 0.53224 2.35904
C -0.94018 3.26264 -4.78953
C -1.07581 2.15548 -3.72788
C 0.02356 1.44528 -3.29059
C 0.00233 0.69029 -2.10262
C -1.22339 0.56774 -1.40628
C -2.33346 1.26666 -1.90497
C -2.30659 2.01327 -3.07044
H -0.00221 3.74079 -4.67439
H -1.78939 3.98787 -4.54895
H -1.13014 2.83707 -5.71122
H 0.96807 1.56645 -3.94566
H 0.89349 0.14415 -1.87980
H -1.52704 0.19885 -0.34772
H -3.27305 1.12740 -1.40101
H -3.18175 2.52104 -3.36914
```

Properties
Multiplicity   1
LUMO energy   0.9 eV
E_HOMO   -8.51 eV
Frontier orbital gap   9.39 eV
SMILES   CCc1ccc(O)cc1.Cc1ccccc1

#three
Here is a 2-piece molecular cluster, C15H18O overall from the Open Molecules 2025 dataset. Energies are from the ωB97M-V functional and the def2-TZVPD basis.

XYZ file:
```
34
C15H18O | the Open Molecules 2025 dataset | the ωB97M-V functional and the def2-TZVPD basis
C 0.55360 -0.97530 -3.23925
C 1.28626 -0.39104 -1.97973
C 0.61622 0.89762 -1.48811
C 0.77485 1.22688 -0.10343
C 0.11720 2.33956 0.43254
C -0.51670 3.21818 -0.43934
O -1.28298 4.26038 0.13230
C -0.80585 2.86944 -1.74084
C -0.20582 1.72428 -2.22804
H -0.32294 -1.59139 -2.93900
H 1.21221 -1.59584 -3.84530
H 0.18871 -0.19166 -3.89403
H 1.17438 -1.17602 -1.21583
H 2.29860 -0.15473 -2.31867
H 1.37998 0.49722 0.40500
H 0.13626 2.38918 1.51983
H -2.12767 3.81255 0.24427
H -1.43702 3.43161 -2.40944
H -0.32098 1.50054 -3.28498
C 0.78338 -0.94647 3.53382
C 0.19782 -1.60017 2.27894
C 1.00938 -2.64174 1.73566
C 0.59219 -3.38397 0.67600
C -0.74856 -3.15054 0.21173
C -1.51346 -2.12149 0.68460
C -1.01143 -1.34010 1.75467
H 0.10652 -1.13606 4.35314
H 1.06545 0.10818 3.55114
H 1.81040 -1.34247 3.76781
H 2.01541 -2.52262 2.15019
H 1.22119 -4.17845 0.30584
H -1.17835 -3.88926 -0.47248
H -2.50298 -1.88487 0.28874
H -1.72270 -0.63768 2.12767
```

Properties
Multiplicity   1
LUMO energy   0.8 eV
E_HOMO   -8.80 eV
Frontier orbital gap   9.57 eV
SMILES   CCc1ccc(O)cc1.Cc1ccccc1

It is #three that is most stable; the runner-up trails by 28.6 kcal/mol.

#one
Here is a 2-piece molecular cluster, C15H18O overall from the Open Molecules 2025 dataset. Energies are from the ωB97M-V functional and the def2-TZVPD basis.

XYZ file:
```
34
C15H18O | the Open Molecules 2025 dataset | the ωB97M-V functional and the def2-TZVPD basis
C -3.73430 1.58175 0.43189
C -2.40032 0.57797 0.14092
C -1.08123 1.22030 -0.30940
C -0.58232 1.04104 -1.58458
C 0.83448 1.39244 -1.87370
C 1.51924 2.12927 -0.83307
O 2.77010 2.49666 -1.00940
C 0.93632 2.51763 0.30285
C -0.34053 2.13739 0.47533
H -3.62946 1.57341 1.56562
H -4.54411 1.00421 -0.04909
H -3.61206 2.59262 -0.03859
H -2.39696 0.23875 1.24996
H -2.63508 -0.35347 -0.51580
H -1.19804 0.69271 -2.47643
H 1.25547 1.10643 -2.86486
H 3.33063 2.30131 -1.84480
H 1.57960 3.19066 0.90596
H -0.77877 2.41095 1.35455
C 1.33441 -1.99979 -1.67103
C 1.19230 -1.99523 -0.28714
C 2.20241 -1.95567 0.69651
C 1.85755 -1.67076 2.01462
C 0.59155 -1.99093 2.50966
C -0.40586 -2.23104 1.57548
C -0.06880 -1.95138 0.22433
H 2.05788 -2.80204 -1.98139
H 1.46155 -1.03714 -2.10627
H 0.38146 -2.47251 -2.15450
H 3.25221 -2.28567 0.50490
H 2.64877 -1.36271 2.70157
H 0.49142 -1.55733 3.54594
H -1.44786 -2.66113 1.88595
H -0.84166 -1.87872 -0.48601
```

Properties
Multiplicity   1
LUMO energy   0.7 eV
E_HOMO   -8.01 eV
Frontier orbital gap   8.69 eV
SMILES   CCc1ccc(O)cc1.Cc1ccccc1

#two
Here is a 2-piece molecular cluster, C15H18O overall from the Open Molecules 2025 dataset. Energies are from the ωB97M-V functional and the def2-TZVPD basis.

XYZ file:
```
34
C15H18O | the Open Molecules 2025 dataset | the ωB97M-V functional and the def2-TZVPD basis
C 1.38858 -1.68419 3.60763
C 0.86864 -1.57920 2.17941
C 1.72915 -0.84141 1.17931
C 2.05845 0.48361 1.41013
C 2.76874 1.23941 0.47873
C 3.28317 0.57377 -0.62337
O 4.07124 1.18800 -1.55187
C 3.02069 -0.77160 -0.84936
C 2.28149 -1.48784 0.06815
H 1.50592 -0.66025 3.98078
H 2.36773 -2.16291 3.63402
H 0.69721 -2.14924 4.30695
H 0.60960 -2.55808 1.76954
H -0.06662 -1.01074 2.20942
H 1.71353 0.93905 2.32354
H 2.98193 2.28325 0.67389
H 4.28365 2.10099 -1.32744
H 3.53809 -1.17451 -1.70245
H 1.99387 -2.51960 -0.09815
C -4.80186 1.42366 -1.57751
C -3.38854 0.88418 -1.62010
C -2.34717 1.76094 -1.30859
C -1.08722 1.25967 -1.01462
C -0.81024 -0.09324 -1.22013
C -1.81234 -0.97551 -1.57486
C -3.09622 -0.45904 -1.80298
H -5.21457 1.44489 -2.58901
H -4.77906 2.42002 -1.21457
H -5.49574 0.85178 -0.96631
H -2.59390 2.78844 -1.09977
H -0.29656 1.88925 -0.65319
H 0.14344 -0.32608 -0.75588
H -1.68810 -1.95587 -2.02015
H -3.82695 -1.12161 -2.25120
```

Properties
Multiplicity   1
LUMO energy   0.8 eV
E_HOMO   -8.40 eV
Frontier orbital gap   9.19 eV
SMILES   CCc1ccc(O)cc1.Cc1ccccc1

It is #two that is most stable; the runner-up trails by 81.2 kcal/mol.

#one
Here is a 2-piece molecular cluster, C4H9N overall from the Open Molecules 2025 dataset. Energies are from the ωB97M-V functional and the def2-TZVPD basis.

XYZ file:
```
14
C4H9N | the Open Molecules 2025 dataset | the ωB97M-V functional and the def2-TZVPD basis
C -1.65699 1.27961 -0.79078
C -0.38914 0.94251 -0.54844
C 0.49132 0.31454 -1.60293
H -2.25853 1.65874 0.03148
H -2.17780 1.07099 -1.71350
H 0.07738 1.38551 0.32535
H 1.53592 0.25191 -1.28931
H 0.41441 0.80240 -2.57688
H 0.21315 -0.73243 -1.79430
C 0.59573 -1.44363 1.58911
N 0.51138 -1.15231 2.81449
H -0.29475 -1.83697 1.10853
H 1.56450 -1.40558 1.08963
H 1.37342 -1.13530 3.35756
```

Properties
Multiplicity   1
LUMO energy   1.1 eV
E_HOMO   -9.56 eV
Frontier orbital gap   10.65 eV
SMILES   C=CC.C=N

#two
Here is one molecule with the formula C4H9N from the Open Molecules 2025 dataset. Energies are from the ωB97M-V functional and the def2-TZVPD basis.

XYZ file:
```
14
C4H9N | the Open Molecules 2025 dataset | the ωB97M-V functional and the def2-TZVPD basis
C -1.98772 -1.33430 -1.08420
C -1.09149 -0.90776 -0.20526
C -0.11627 0.23710 -0.35145
C 1.11275 0.12458 0.65503
N 1.84221 1.53771 0.76477
H -1.92994 -0.82875 -1.96934
H -2.75703 -2.08717 -0.96741
H -1.19629 -1.27368 0.83796
H 0.27218 0.37979 -1.38471
H -0.68914 1.16337 -0.05942
H 1.92648 -0.48027 0.24609
H 0.79810 -0.20099 1.62194
H 1.06643 2.24320 0.49992
H 2.11015 1.60282 1.73688
```

Properties
Multiplicity   1
LUMO energy   1.2 eV
E_HOMO   -9.53 eV
Frontier orbital gap   10.74 eV
SMILES   C=CCCN

#three
Here is C4H9N as an isolated structure from the Open Molecules 2025 dataset. Energies are from the ωB97M-V functional and the def2-TZVPD basis.

XYZ file:
```
14
C4H9N | the Open Molecules 2025 dataset | the ωB97M-V functional and the def2-TZVPD basis
C 0.54743 1.12551 -0.93382
C 0.33446 -1.09123 1.20318
C -0.54622 0.66457 -0.12964
N -1.56879 0.00034 -0.76366
C -0.13461 0.25704 1.14645
H -1.55161 -0.10325 -1.76494
H -2.02187 -0.75826 -0.28144
H 0.48255 0.97469 1.67417
H 1.23651 1.79883 -0.43607
H 0.30498 1.50314 -1.92511
H 1.22519 -0.08577 -0.85760
H 1.14627 -1.05452 0.02065
H 0.93313 -1.35996 2.06756
H -0.38744 -1.87113 0.98026
```

Properties
Multiplicity   1
LUMO energy   1.0 eV
E_HOMO   -7.23 eV
Frontier orbital gap   8.27 eV

It is #two that is most stable; the runner-up trails by 11.4 kcal/mol.

#one
Here is one molecule with the formula C4H9N from the Open Molecules 2025 dataset. Energies are from the ωB97M-V functional and the def2-TZVPD basis.

XYZ file:
```
14
C4H9N | the Open Molecules 2025 dataset | the ωB97M-V functional and the def2-TZVPD basis
N 1.86038 -0.28889 0.60537
C 0.47383 -0.07534 1.08856
C -0.19383 0.67745 0.02323
C -0.44686 -0.13639 -1.36801
C -1.54252 0.37046 -0.52111
H 2.44528 -0.55447 1.52038
H 1.87512 -1.18999 -0.01023
H -0.16389 -0.96375 1.25161
H 0.47220 0.56802 1.94137
H 0.08085 1.72890 0.08054
H -0.13586 0.39123 -2.31434
H -0.33444 -1.27164 -1.32087
H -2.25632 1.12756 -0.93774
H -2.13397 -0.38314 -0.03877
```

Properties
Multiplicity   1
LUMO energy   1.2 eV
E_HOMO   -9.50 eV
Frontier orbital gap   10.66 eV
SMILES   NCC1CC1

#two
Here is C4H9N as an isolated structure from the Open Molecules 2025 dataset. Energies are from the ωB97M-V functional and the def2-TZVPD basis.

XYZ file:
```
14
C4H9N | the Open Molecules 2025 dataset | the ωB97M-V functional and the def2-TZVPD basis
C -1.97589 0.48759 -0.28827
C -0.70782 0.53935 0.53815
C -0.09521 -0.81835 0.61380
N 0.61121 -0.22141 -0.52641
C 2.00910 0.06476 -0.15887
H -2.77106 0.27999 0.44266
H -2.21163 1.44594 -0.75998
H -2.01067 -0.31113 -1.04367
H 0.21676 0.88501 -0.37343
H -0.70384 -1.67495 0.31408
H 0.53801 -1.04368 1.47552
H 2.09558 0.55534 0.82023
H 2.54383 -0.88887 -0.12905
H 2.46163 0.70042 -0.92477
```

Properties
Multiplicity   1
LUMO energy   1.2 eV
E_HOMO   -8.44 eV
Frontier orbital gap   9.69 eV

It is #one that is most stable; the runner-up trails by 58.2 kcal/mol.

#one
Here is one molecule with the formula C4H9N from the Open Molecules 2025 dataset. Energies are from the ωB97M-V functional and the def2-TZVPD basis.

XYZ file:
```
14
C4H9N | the Open Molecules 2025 dataset | the ωB97M-V functional and the def2-TZVPD basis
C -1.54361 -0.55272 0.05056
C -0.64943 0.51832 -0.54889
C 0.26249 1.36322 0.26934
N 0.79709 0.38167 -0.58233
C 1.52786 -0.74880 -0.02131
H -2.57943 -0.22497 0.09702
H -1.34219 -0.86696 1.10584
H -1.45697 -1.39232 -0.56780
H -1.00797 0.91706 -1.52826
H 0.50227 2.45744 0.15789
H 0.25307 1.12276 1.35839
H 2.50375 -0.30390 0.16467
H 1.06586 -1.15551 0.86812
H 1.66722 -1.51529 -0.82325
```

Properties
Multiplicity   1
LUMO energy   1.2 eV
E_HOMO   -8.77 eV
Frontier orbital gap   9.94 eV
SMILES   C[C@H]1CN1C

#two
Here is one molecule with the formula C4H9N from the Open Molecules 2025 dataset. Energies are from the ωB97M-V functional and the def2-TZVPD basis.

XYZ file:
```
14
C4H9N | the Open Molecules 2025 dataset | the ωB97M-V functional and the def2-TZVPD basis
C 2.54025 -0.23603 -0.04138
C 1.10458 0.40712 -0.31093
C 0.10385 -0.23910 0.24996
C -1.31192 0.48305 0.29908
N -2.43229 -0.28660 -0.27840
H 2.21841 -1.25838 0.35202
H 3.21704 -0.17970 -0.92604
H 3.07763 0.22598 0.92987
H 1.06937 1.52363 -0.57027
H 0.24774 -1.20722 0.68750
H -1.67550 0.65221 1.34256
H -1.15775 1.53208 0.02329
H -2.47192 -1.20421 0.18920
H -2.11951 -0.56838 -1.25964
```

Properties
Multiplicity   1
LUMO energy   1.2 eV
E_HOMO   -9.27 eV
Frontier orbital gap   10.48 eV
SMILES   C/C=C/CN

It is #one that is most stable; the runner-up trails by 3.6 kcal/mol.